Entry 1:
13
Properties=species:S:1:pos:R:3:mulliken_charge:R:1 method="wB97M-V/def2-TZVPD" homo_lumo_gap_ev=2.65 total_charge=-1 homo_ev=-2.705 max_force_ev_per_a=10.41 e_tot_ev=-28131.408 lumo_ev=-0.057
Pb 2.599 0.209 2.002 1.27
N -0.002 -1.873 0.852 1.03
O -0.707 -1.560 1.817 -0.62
O -0.145 -2.850 0.114 -0.58
O 1.066 -1.343 0.780 -0.61
N -1.877 0.499 -1.079 0.94
O -1.959 1.270 -2.064 -0.66
O -2.265 -0.607 -1.549 -0.63
O -2.400 0.924 -0.036 -0.62
N 1.405 1.462 -0.260 1.31
O 2.653 1.333 -0.224 -0.80
O 0.899 1.372 0.873 -0.63
O 0.732 1.164 -1.223 -0.40


Entry 2:
6
Properties=species:S:1:pos:R:3:mulliken_charge:R:1 method="wB97M-V/def2-TZVPD" homo_lumo_gap_ev=11.13 smiles="[O-][N+]1=NO1.N#N" homo_ev=-10.788 max_force_ev_per_a=2.60 e_tot_ev=-10049.274 lumo_ev=0.341
N -2.944 -0.116 0.265 -0.05
N 0.326 -0.556 -0.066 -0.11
N -2.125 0.375 -0.279 0.07
N 1.260 0.199 0.010 0.93
O 1.775 1.231 0.076 -0.52
O 1.708 -1.134 -0.006 -0.31


Entry 3:
5
Properties=species:S:1:pos:R:3:mulliken_charge:R:1 method="wB97M-V/def2-TZVPD" homo_lumo_gap_ev="6.97 / 6.94" total_charge=-1 smiles="O=S(=O)=N[O-]" homo_ev="-2.732 / -2.689" max_force_ev_per_a=3.02 e_tot_ev=-18466.450 lumo_ev="4.236 / 4.248"
N 1.230 0.332 0.355 -0.04
O -1.087 -1.367 0.350 -0.51
O 2.191 0.179 -0.398 -0.37
O -1.572 1.026 0.083 -0.57
S -0.762 -0.169 -0.389 0.48


Entry 4:
7
Properties=species:S:1:pos:R:3:mulliken_charge:R:1 method="wB97M-V/def2-TZVPD" homo_lumo_gap_ev=6.50 total_charge=-2 homo_ev=-0.155 max_force_ev_per_a=3.38 e_tot_ev=-29805.380 lumo_ev=6.349
N 0.256 2.890 -1.302 -0.52
O 0.488 -1.719 -0.624 -0.72
O -1.609 -0.966 0.472 -0.77
O 0.486 -1.221 1.959 -0.76
O 0.282 0.709 0.128 -0.27
P -0.107 -1.145 0.579 0.84
S 0.204 1.451 -1.210 0.20


Entry 5:
6
Properties=species:S:1:pos:R:3:mulliken_charge:R:1 method="wB97M-V/def2-TZVPD" homo_lumo_gap_ev=8.91 total_charge=-1 smiles="O=S(=O)=[N+]([O-])[O-]" homo_ev=-4.850 max_force_ev_per_a=6.56 e_tot_ev=-20513.204 lumo_ev=4.057
N -0.745 -0.100 0.126 0.75
O 1.481 1.467 0.280 -0.54
O -1.254 0.445 -0.845 -0.52
O -1.406 -0.784 0.964 -0.57
O 1.493 -0.938 -0.792 -0.67
S 1.076 0.064 0.531 0.55


Entry 6:
7
Properties=species:S:1:pos:R:3:mulliken_charge:R:1 method="wB97M-V/def2-TZVPD" homo_lumo_gap_ev="7.33 / 5.15" total_charge=-1 homo_ev="-4.577 / -3.844" max_force_ev_per_a=2.44 e_tot_ev=-31347.841 lumo_ev="2.753 / 1.309"
N -1.255 -1.361 -0.300 0.54
O 2.263 0.168 0.173 -0.53
O -1.895 -0.696 0.490 -0.27
O -1.456 -2.446 -0.825 -0.45
O 0.916 1.635 -1.176 -0.51
S 0.469 1.855 1.620 -0.43
S 0.958 0.845 0.020 0.64